[1]
The ion C3H2NO3 with charge -1. Source: OMol25; level of theory: wB97M-V/def2-TZVPD.

Calculated values
SMILES: O=c1cc([O-])[nH]o1

```
! wB97M-V def2-TZVPD RIJCOSX def2/J DEFGRID3
* xyz -1 1
C -0.146 -0.979 -0.088
C -1.345 -0.379 0.010
C 0.947 -0.164 -0.029
N 0.599 1.134 -0.097
O -2.516 -0.505 0.038
O 2.117 -0.440 -0.136
O -0.762 1.263 0.028
H 0.095 -1.944 0.041
H 1.011 2.014 0.233
*
```

[2]
The ion C3H2NOS2 with charge -1. Source: OMol25; level of theory: wB97M-V/def2-TZVPD.

```
! wB97M-V def2-TZVPD RIJCOSX def2/J DEFGRID3
* xyz -1 1
C 0.710 1.262 0.159
C -0.131 1.009 -0.945
C -0.165 -1.247 0.794
N -0.550 -2.395 0.920
O -0.735 -0.103 -1.126
S -0.392 2.444 -1.903
S 0.549 0.048 1.493
H 1.473 1.934 0.487
H -0.759 -2.953 0.120
*
```

Summary of LUMO level in eV
4.311 2.895
(order as listed above)
Summary of Kohn-Sham gap in eV
7.851 5.330
(order as listed above)
Summary of maximum force in eV Å⁻¹
3.7 1.9
(order as listed above)